(1)
Here is a 9-piece molecular cluster, C38H44N4O24S3 overall in a non-equilibrium geometry from the Open Molecules 2025 dataset. Energies are from ωB97M-V/def2-TZVPD.

Geometry as XYZ:
```
113
Properties=species:S:1:pos:R:3:lowdin_charge:R:1
O -2.20 -1.88 0.70 0.10
N -1.85 -2.88 0.16 -0.39
O -2.10 -3.12 -0.97 0.10
C -1.33 -3.93 1.02 -0.13
C -1.67 -5.29 0.89 -0.01
C -1.26 -6.30 1.84 -0.02
C -0.47 -5.84 3.00 -0.06
C -0.24 -4.49 3.23 -0.06
C -0.71 -3.56 2.28 0.01
H -2.42 -5.48 0.13 0.11
H -1.47 -7.35 1.70 0.09
H -0.23 -6.57 3.75 0.09
H 0.28 -4.26 4.15 0.10
H -0.52 -2.51 2.43 0.09
O -2.88 3.61 -6.92 0.03
N -2.33 2.68 -6.23 -0.34
O -2.78 2.09 -5.32 0.11
C -1.03 2.23 -6.70 -0.13
C -0.54 1.04 -6.08 0.00
C 0.64 0.51 -6.48 -0.08
C 1.44 1.29 -7.33 -0.07
C 0.96 2.43 -7.96 -0.07
C -0.32 2.84 -7.69 -0.02
H -1.16 0.36 -5.51 0.10
H 0.81 -0.50 -6.13 0.10
H 2.45 1.02 -7.59 0.10
H 1.59 2.82 -8.74 0.11
H -0.82 3.66 -8.18 0.12
O 0.51 -1.10 -3.52 0.04
N -0.14 -0.45 -2.71 -0.28
O -1.12 0.20 -3.09 0.07
C 0.36 -0.34 -1.32 -0.17
C -0.09 0.64 -0.49 0.02
C 0.29 0.72 0.90 -0.01
C 1.03 -0.32 1.42 -0.07
C 1.54 -1.30 0.57 -0.05
C 1.25 -1.27 -0.79 -0.01
H -0.78 1.28 -1.03 0.11
H -0.05 1.44 1.63 0.08
H 1.12 -0.22 2.50 0.10
H 2.00 -2.18 0.99 0.10
H 1.46 -2.12 -1.42 0.09
O 1.53 5.13 4.01 0.06
N 1.03 4.33 3.19 -0.30
O 1.79 3.56 2.56 0.05
C -0.32 4.64 2.77 -0.15
C -1.25 5.33 3.58 0.01
C -2.55 5.74 3.17 -0.05
C -2.87 5.42 1.86 -0.08
C -1.91 4.83 1.02 -0.08
C -0.66 4.43 1.46 -0.01
H -1.05 5.52 4.62 0.10
H -3.15 6.29 3.87 0.10
H -3.83 5.69 1.44 0.10
H -2.29 4.66 0.03 0.10
H -0.06 3.99 0.67 0.12
O 2.60 -0.27 4.98 -0.27
S 2.98 -1.72 5.07 0.76
O 2.07 -2.56 5.84 -0.25
O 3.48 -2.36 3.61 -0.22
C 4.80 -1.97 3.40 -0.22
C 5.45 -2.40 4.72 -0.14
O 4.53 -1.82 5.68 -0.22
H 5.23 -2.62 2.65 0.14
H 4.87 -0.91 3.15 0.14
H 6.52 -2.28 4.85 0.14
H 5.15 -3.44 4.74 0.12
O 2.83 -4.77 -1.29 -0.24
S 1.62 -5.21 -1.97 0.75
O 0.67 -5.96 -1.14 -0.25
O 0.97 -3.94 -2.85 -0.26
C 0.44 -4.40 -4.10 -0.15
C 1.44 -5.45 -4.54 -0.19
O 1.84 -6.10 -3.36 -0.19
H -0.56 -4.72 -3.79 0.14
H 0.46 -3.46 -4.64 0.12
H 2.21 -4.88 -5.06 0.12
H 1.24 -6.17 -5.33 0.14
O 2.49 3.79 -0.98 -0.22
S 2.30 3.11 -2.27 0.71
O 1.06 3.32 -3.02 -0.26
O 3.61 3.26 -3.17 -0.22
C 3.82 2.32 -4.18 -0.15
C 3.10 1.00 -3.56 -0.08
O 2.53 1.45 -2.26 -0.24
H 3.40 2.60 -5.15 0.11
H 4.90 2.31 -4.29 0.13
H 3.96 0.35 -3.37 0.12
H 2.39 0.57 -4.27 0.09
O -0.19 3.44 6.08 0.03
C -0.69 2.26 6.12 -0.35
C -1.10 1.26 4.97 -0.04
C -1.53 0.01 5.79 -0.14
C -1.55 0.44 7.27 -0.15
O -0.75 1.63 7.33 0.00
H -1.98 1.79 4.60 0.11
H -0.46 1.11 4.10 0.10
H -2.54 -0.31 5.55 0.11
H -0.97 -0.90 5.56 0.10
H -2.53 0.81 7.56 0.12
H -1.28 -0.40 7.91 0.12
O -2.62 1.69 1.90 0.05
C -3.35 1.58 0.89 -0.50
C -4.55 0.71 0.72 -0.04
C -4.65 0.62 -0.90 -0.09
C -4.11 2.03 -1.25 -0.10
O -3.06 2.19 -0.23 0.00
H -4.36 -0.25 1.20 0.11
H -5.38 1.18 1.26 0.13
H -4.14 -0.20 -1.41 0.11
H -5.71 0.57 -1.16 0.10
H -3.70 2.08 -2.25 0.12
H -4.84 2.81 -1.06 0.13
```

Highest occupied orbital energy in eV: -8.9
M in g/mol: 1037.0
E_LUMO in Ha: -0.0246
SMILES: O=[N+]([O-])c1ccccc1.O=[N+]([O-])c1ccccc1.O=[N+]([O-])c1ccccc1.O=[N+]([O-])c1ccccc1.O=S1(=O)OCCO1.O=S1(=O)OCCO1.O=S1(=O)OCCO1.O=C1CCCO1.O=C1CCCO1

=====

(2)
Here is C38H45BFN12O3SbScSe4 as an isolated structure in a non-equilibrium geometry from the Open Molecules 2025 dataset. Energies are from ωB97M-V/def2-TZVPD.

Geometry as XYZ:
```
106
Properties=species:S:1:pos:R:3:lowdin_charge:R:1
Sc -0.02 2.24 -0.20 0.76
C -1.78 0.56 2.69 -0.04
C -0.69 1.54 3.00 -0.32
C -0.21 1.90 4.26 0.01
C 0.75 2.85 4.02 -0.03
N 0.83 3.05 2.69 0.03
N -0.06 2.24 2.06 0.00
B 1.85 3.93 1.91 -0.62
N 2.76 2.95 1.10 0.04
C 4.04 2.61 1.22 -0.03
C 4.35 1.68 0.25 0.01
C 3.17 1.49 -0.45 -0.31
C 2.92 0.61 -1.63 0.00
N 2.19 2.25 0.07 0.02
N 1.15 4.87 0.87 0.04
C 1.41 6.17 0.67 -0.02
C 0.76 6.58 -0.48 0.01
C 0.11 5.44 -0.96 -0.33
C -0.69 5.30 -2.21 -0.02
N 0.35 4.41 -0.13 -0.01
N 2.58 4.81 2.90 -0.03
C 1.98 5.72 3.70 -0.11
C 2.96 6.36 4.42 -0.01
C 4.16 5.77 3.98 -0.34
C 5.56 6.07 4.42 -0.03
N 3.93 4.84 3.07 0.12
H -1.62 -0.37 3.24 0.09
H -1.83 0.32 1.63 0.03
H -2.74 0.96 3.00 0.08
H -0.53 1.53 5.22 0.11
H 1.39 3.40 4.69 0.13
H 4.65 3.09 1.97 0.11
H 5.31 1.23 0.05 0.11
H 3.80 0.59 -2.27 0.09
H 2.09 0.98 -2.23 0.07
H 2.71 -0.42 -1.33 0.08
H 2.05 6.71 1.34 0.13
H 0.76 7.56 -0.91 0.12
H -1.09 6.27 -2.50 0.09
H -1.51 4.59 -2.10 0.04
H -0.06 4.94 -3.03 0.10
H 0.91 5.84 3.70 0.13
H 2.83 7.14 5.15 0.11
H 5.57 6.90 5.13 0.08
H 6.18 6.35 3.57 0.08
H 6.02 5.21 4.90 0.08
C -1.09 -4.15 -4.76 -0.05
C 0.21 -3.41 -4.51 -0.17
N 0.11 -2.49 -3.35 -0.01
C -0.18 -1.21 -3.57 0.06
C -0.31 -0.26 -2.59 -0.03
C -0.56 1.16 -3.05 -0.57
O -0.99 1.37 -4.15 0.11
O -0.25 2.06 -2.16 -0.16
C -0.17 -0.65 -1.24 -0.27
O -0.28 0.13 -0.25 -0.10
C 0.13 -2.05 -0.99 -0.04
C 0.30 -2.49 0.33 0.11
C 0.61 -3.79 0.56 -0.18
F 0.84 -4.21 1.82 0.08
C 0.72 -4.74 -0.48 -0.14
C 0.55 -4.31 -1.78 0.07
C 0.27 -2.96 -2.05 -0.10
N 1.03 -6.11 -0.24 -0.09
C 0.59 -6.74 0.98 -0.15
C 0.50 -8.24 0.76 -0.07
N 1.86 -8.74 0.34 0.06
C 2.36 -8.03 -0.90 -0.08
C 2.36 -6.54 -0.64 -0.14
H -0.99 -4.81 -5.61 0.09
H -1.90 -3.45 -4.97 0.09
H -1.38 -4.75 -3.89 0.07
H 0.49 -2.79 -5.36 0.13
H 1.04 -4.08 -4.33 0.12
H -0.30 -0.91 -4.60 0.16
H 0.22 -1.79 1.15 0.14
H 0.59 -5.04 -2.57 0.12
H -0.40 -6.38 1.27 0.15
H 1.26 -6.54 1.83 0.13
H -0.18 -8.49 -0.05 0.14
H 0.22 -8.78 1.66 0.14
H 1.84 -9.75 0.19 0.19
H 2.53 -8.58 1.11 0.19
H 1.66 -8.31 -1.69 0.14
H 3.35 -8.43 -1.11 0.14
H 2.67 -6.04 -1.55 0.14
H 3.10 -6.30 0.14 0.15
C -7.09 -2.08 -1.45 -0.03
C -6.09 -1.03 -1.07 -0.25
C -6.03 -0.51 0.22 0.00
C -5.10 0.47 0.52 -0.12
N -4.25 0.93 -0.38 -0.08
C -4.28 0.44 -1.63 -0.13
C -5.18 -0.54 -2.00 -0.01
H -7.81 -2.25 -0.65 0.08
H -6.59 -3.03 -1.66 0.09
H -7.64 -1.79 -2.34 0.09
H -6.72 -0.85 0.98 0.12
H -5.04 0.92 1.51 0.08
H -3.60 0.88 -2.34 0.11
H -5.19 -0.88 -3.03 0.12
Se -5.79 4.47 -1.26 0.22
Sb -4.24 4.40 0.67 -0.26
Se -3.09 6.48 1.16 0.24
Se -5.43 3.81 2.63 0.02
Se -2.52 2.74 -0.03 0.48
```

Highest occupied orbital energy (alpha / beta) in eV: -11.9 / -11.9
M in g/mol: 1230.2
Spin multiplicity: 2
E_LUMO (alpha / beta) in Ha: -0.2286 / -0.2254
Total charge: +2

=====

(3)
Here is C38H45N4O4RhS5SbTe as an isolated structure from the Open Molecules 2025 dataset. Energies are from ωB97M-V/def2-TZVPD.

Geometry as XYZ:
```
99
Properties=species:S:1:pos:R:3:lowdin_charge:R:1
Rh -0.92 0.74 1.19 0.51
S 0.98 1.91 3.71 0.60
C 0.05 1.32 2.61 -0.97
C 5.74 -2.62 0.84 -0.17
C 5.90 -1.17 1.26 -0.61
C 6.73 -1.06 2.54 -0.18
Sb 3.93 -0.25 1.50 1.50
C 4.73 1.78 1.66 -0.59
C 3.82 2.80 0.98 -0.16
C 4.94 2.16 3.13 -0.18
C 3.45 -0.13 -0.61 -0.57
C 2.64 -1.31 -1.12 -0.14
C 4.64 0.18 -1.51 -0.15
H 6.71 -3.12 0.72 0.07
H 5.19 -2.72 -0.10 0.05
H 5.18 -3.19 1.60 0.06
H 6.41 -0.62 0.46 0.07
H 6.21 -1.51 3.39 0.07
H 6.95 -0.03 2.79 0.05
H 7.69 -1.59 2.43 0.07
H 5.71 1.76 1.15 0.07
H 2.81 2.77 1.41 0.04
H 3.73 2.63 -0.09 0.06
H 4.21 3.82 1.13 0.08
H 3.98 2.22 3.64 0.03
H 5.43 3.13 3.21 0.07
H 5.56 1.43 3.66 0.04
H 2.78 0.73 -0.63 0.04
H 3.21 -2.25 -1.10 0.06
H 2.33 -1.13 -2.16 0.07
H 1.73 -1.44 -0.54 0.05
H 5.31 -0.68 -1.59 0.06
H 5.23 1.03 -1.15 0.06
H 4.30 0.42 -2.52 0.07
Te -2.20 3.05 1.11 0.87
C -0.99 4.33 -0.07 -1.02
C -1.11 4.68 -1.38 -0.27
C -0.07 5.55 -1.84 -0.22
C 0.83 5.85 -0.85 -0.45
S 0.39 5.09 0.62 0.88
H -1.88 4.28 -2.02 0.09
H 0.01 5.92 -2.85 0.09
H 1.71 6.47 -0.93 0.05
S -7.23 -2.04 0.01 0.49
C -6.12 -1.04 0.77 -1.11
S -4.73 -1.63 1.61 0.98
C -4.22 0.01 1.98 -1.10
N -5.03 0.90 1.49 -0.01
N -6.07 0.31 0.80 -0.16
C -6.90 1.22 0.10 -0.20
C -6.30 2.35 -0.46 -0.02
C -7.08 3.27 -1.15 -0.08
C -8.45 3.07 -1.27 -0.12
C -9.04 1.96 -0.70 -0.10
C -8.27 1.03 -0.01 -0.05
S -2.83 0.35 2.93 0.47
H -5.24 2.50 -0.34 0.07
H -6.61 4.14 -1.58 0.10
H -9.05 3.79 -1.81 0.09
H -10.11 1.80 -0.79 0.09
H -8.72 0.15 0.43 0.06
O -1.96 -2.49 1.59 -0.06
C -0.76 -2.31 1.36 -0.60
O -0.15 -1.23 1.06 -0.16
C 0.14 -3.55 1.38 -0.09
C -0.47 -4.80 1.34 0.00
C 0.28 -5.96 1.34 0.00
C 1.66 -5.85 1.39 -0.16
C 2.30 -4.62 1.44 0.01
C 1.52 -3.47 1.43 -0.01
N 2.48 -7.07 1.39 -0.36
O 1.90 -8.15 1.36 0.05
O 3.69 -6.96 1.47 0.05
H -1.56 -4.84 1.31 0.12
H -0.18 -6.94 1.30 0.11
H 3.38 -4.57 1.48 0.09
H 1.98 -2.49 1.48 0.05
C -3.74 0.41 -2.04 -0.09
N -3.03 -0.79 -2.43 -0.25
C -3.88 -1.96 -2.29 -0.11
C -1.84 -0.96 -1.59 -0.19
C -0.80 0.11 -1.84 -0.25
C -0.32 0.23 -3.14 -0.07
C 0.63 1.18 -3.48 -0.12
C 1.10 2.04 -2.49 -0.12
C 0.60 1.93 -1.19 -0.17
C -0.35 0.97 -0.82 -0.21
H -4.66 0.50 -2.62 0.08
H -3.12 1.30 -2.21 0.08
H -4.01 0.41 -0.96 0.07
H -4.78 -1.83 -2.90 0.08
H -4.20 -2.13 -1.25 0.05
H -3.35 -2.84 -2.64 0.08
H -1.41 -1.94 -1.82 0.13
H -2.12 -0.97 -0.52 0.09
H -0.72 -0.44 -3.90 0.10
H 1.00 1.26 -4.50 0.08
H 1.83 2.80 -2.72 0.09
H 0.98 2.62 -0.45 0.05
```

Highest occupied orbital energy (alpha / beta) in eV: -1.6 / -2.3
M in g/mol: 1134.4
Spin multiplicity: 2
E_LUMO (alpha / beta) in Ha: 0.1201 / 0.1200
Total charge: -2

=====

(4)
Here is C38H46BCsN14 as an isolated structure from the Open Molecules 2025 dataset. Energies are from ωB97M-V/def2-TZVPD.

Geometry as XYZ:
```
100
Properties=species:S:1:pos:R:3:lowdin_charge:R:1
Cs -0.82 -0.30 -0.08 0.79
C 0.39 -4.20 -0.10 -0.14
N -0.88 -3.66 -0.55 -0.16
C -2.02 -4.26 0.14 -0.13
C -2.31 -3.70 1.51 -0.27
C -2.22 -4.48 2.66 -0.04
C -2.58 -3.92 3.88 -0.07
C -3.04 -2.62 3.91 -0.07
C -3.10 -1.92 2.71 -0.15
N -2.74 -2.44 1.54 0.10
C -1.04 -3.81 -1.98 -0.17
C -0.16 -2.94 -2.85 -0.30
C -0.24 -3.09 -4.23 -0.04
C 0.48 -2.24 -5.05 -0.08
C 1.27 -1.26 -4.46 -0.06
C 1.31 -1.20 -3.08 -0.12
N 0.61 -2.02 -2.28 0.06
C 0.81 -3.75 1.28 -0.28
C 1.19 -4.66 2.26 -0.04
C 1.62 -4.18 3.49 -0.07
C 1.66 -2.81 3.69 -0.05
C 1.28 -1.97 2.66 -0.13
N 0.86 -2.43 1.48 0.07
H 0.38 -5.30 -0.14 0.12
H 1.16 -3.85 -0.79 0.11
H -2.91 -4.06 -0.46 0.13
H -1.90 -5.36 0.21 0.12
H -1.86 -5.49 2.59 0.11
H -2.50 -4.50 4.79 0.10
H -3.34 -2.14 4.83 0.10
H -3.46 -0.89 2.68 0.11
H -0.91 -4.86 -2.30 0.13
H -2.06 -3.52 -2.23 0.09
H -0.88 -3.86 -4.65 0.11
H 0.42 -2.33 -6.12 0.10
H 1.84 -0.56 -5.05 0.10
H 1.91 -0.45 -2.57 0.09
H 1.13 -5.72 2.06 0.11
H 1.91 -4.86 4.27 0.10
H 2.00 -2.39 4.63 0.10
H 1.32 -0.89 2.75 0.10
C 3.86 -1.49 0.12 -0.04
C 3.46 -0.09 -0.20 -0.37
C 3.76 0.67 -1.35 -0.06
C 3.08 1.85 -1.17 -0.10
N 2.45 1.79 0.02 -0.02
N 2.68 0.60 0.63 0.14
B 1.72 2.96 0.71 -0.69
N 1.19 2.53 2.09 0.00
C 1.75 2.76 3.28 -0.07
C 1.00 2.12 4.24 -0.04
C -0.04 1.50 3.51 -0.39
C -1.16 0.66 4.02 -0.04
N 0.09 1.75 2.21 0.07
N 0.59 3.44 -0.22 0.00
C -0.09 4.61 -0.19 -0.08
C -1.12 4.52 -1.09 -0.03
C -1.01 3.23 -1.63 -0.37
C -1.89 2.55 -2.63 -0.06
N 0.02 2.59 -1.10 0.05
N 2.78 4.06 0.97 -0.01
C 4.12 3.89 1.05 -0.09
C 4.67 5.06 1.53 -0.04
C 3.56 5.91 1.74 -0.37
C 3.54 7.31 2.27 -0.05
N 2.44 5.29 1.41 0.12
H 4.86 -1.71 -0.26 0.07
H 3.85 -1.65 1.20 0.07
H 3.16 -2.20 -0.32 0.06
H 4.36 0.38 -2.19 0.10
H 3.00 2.73 -1.78 0.13
H 2.64 3.37 3.37 0.11
H 1.15 2.10 5.31 0.09
H -1.11 0.57 5.11 0.07
H -2.13 1.10 3.76 0.08
H -1.12 -0.34 3.60 0.04
H 0.23 5.40 0.47 0.10
H -1.86 5.27 -1.31 0.09
H -2.21 3.24 -3.42 0.07
H -1.35 1.73 -3.10 0.06
H -2.79 2.14 -2.15 0.02
H 4.58 2.96 0.77 0.12
H 5.71 5.28 1.70 0.09
H 4.53 7.76 2.21 0.06
H 2.84 7.92 1.71 0.07
H 3.23 7.32 3.32 0.07
C -3.34 0.05 -5.58 -0.06
N -3.70 0.23 -4.19 -0.20
C -4.93 0.92 -3.84 -0.09
C -3.12 -0.55 -3.28 -0.30
N -2.60 -1.21 -2.49 0.14
H -3.30 1.02 -6.07 0.08
H -4.08 -0.58 -6.10 0.08
H -2.36 -0.42 -5.65 0.08
H -4.91 1.92 -4.29 0.08
H -4.98 1.01 -2.74 -0.01
H -5.80 0.37 -4.24 0.08
C -4.35 0.97 -0.68 -0.19
H -4.23 -0.01 -0.17 -0.18
H -3.89 1.71 0.03 -0.16
```

Highest occupied orbital energy (alpha / beta) in eV: -2.3 / -2.7
M in g/mol: 842.6
Spin multiplicity: 2
E_LUMO (alpha / beta) in Ha: 0.0656 / 0.0655
Total charge: -1